Record 1
A cluster of 19 separate species, C35H62BCl37FN2O7P in total, computed with ωB97M-V/def2-TZVPD.

Values from the calculation:
ΔE to the lowest compared entry with this formula, charge and spin = 0.0 kcal/mol

The geometry in XYZ format:
```
146
Properties=species:S:1:pos:R:3:forces:R:3
C -0.17831 -4.71733 2.44404 3.176 5.677 -3.021
C 0.33708 -3.81887 1.61643 -3.170 -1.904 5.260
C 0.70311 -2.37189 0.96050 0.507 -2.259 -0.745
C 1.60408 -1.44129 1.90159 0.723 -0.839 0.670
C 1.13381 0.05520 2.18192 0.467 -0.184 0.610
C 0.12067 0.75258 1.14119 0.805 3.973 -0.927
C 0.41227 0.61880 -0.46170 -0.057 -1.224 0.650
C 1.95604 0.38994 -0.82882 0.580 -4.109 -4.208
O 2.20139 -0.43165 -1.78450 -1.172 3.949 4.593
O 3.08944 0.97238 -0.16492 -1.061 1.522 -1.882
C 3.71761 1.96590 -0.98898 0.955 2.221 -4.119
C 4.89024 2.89579 -0.33874 -0.750 -0.887 0.895
O 3.46688 2.17937 -2.21915 0.198 -1.625 5.517
C 0.56155 2.33057 1.35692 1.336 1.643 0.116
O 1.17664 3.11961 0.57577 -2.361 -3.071 3.069
N 0.12494 2.63064 2.73608 -0.119 -0.641 -4.108
C -1.25047 2.01056 2.83724 1.059 2.685 2.881
O -1.23066 1.48220 4.21155 0.212 -0.451 -0.897
C -2.19558 3.30641 3.01944 -0.986 0.110 1.184
C -3.71614 2.94590 3.52314 0.466 1.146 -0.884
F -3.95527 3.47481 4.86566 0.625 -1.118 -2.146
C -1.45178 0.99034 1.60341 1.635 -0.890 -0.137
B -2.47521 1.63432 0.45833 -0.575 1.744 -1.456
O -2.09149 2.77466 -0.39085 -0.327 -1.331 2.635
N -3.89083 1.13104 0.23856 1.165 1.072 -0.958
C -4.01278 0.63399 -1.19892 0.504 -0.809 -0.358
C -4.90975 2.20982 0.45855 -1.691 -0.442 -0.244
P -2.48592 -0.48587 2.20902 -1.945 -1.197 0.272
O -2.79320 -1.61529 0.90624 2.035 2.334 0.516
Cl -1.41094 -1.68484 3.62299 -0.008 0.631 -1.127
H -0.40567 -5.53070 3.21565 0.429 1.705 -1.826
H -0.25416 -1.90631 0.53999 1.314 -0.737 1.010
H 1.35355 -2.64417 0.03055 -1.269 0.572 1.496
H 2.68598 -1.43940 1.47226 -1.920 0.085 0.601
H 1.69936 -1.98404 2.92933 -0.238 1.064 -1.788
H 0.73980 0.10042 3.27600 0.326 0.016 -2.316
H 2.09016 0.72508 2.19859 -1.631 -1.227 -0.122
H 0.05444 1.52073 -1.07258 0.545 -1.108 1.226
H -0.17067 -0.30466 -0.88510 1.591 1.693 0.797
H 4.42776 3.63461 0.41385 0.492 -1.294 -1.102
H 5.62093 2.22713 0.25875 -1.197 1.134 -1.115
H 5.42995 3.53080 -1.13805 -1.077 -1.520 1.092
H 0.21075 3.61613 3.03507 -0.250 -0.766 -0.443
H -0.30458 1.57599 4.57409 -1.246 -0.199 -0.969
H -1.74380 3.90184 3.91633 -0.696 -1.170 -1.578
H -2.18593 4.04863 2.13653 -0.167 -1.382 1.104
H -3.88065 1.80770 3.47213 0.036 1.836 0.448
H -4.42784 3.53903 2.82600 0.966 -1.273 1.421
H -1.62813 3.46373 0.14040 0.081 -0.822 -0.838
H -2.96443 0.34885 -1.59926 -1.816 0.373 0.617
H -4.69144 -0.30747 -1.22265 1.404 1.899 0.077
H -4.42554 1.43303 -1.91756 0.641 -1.094 1.133
H -5.38549 2.07998 1.50312 0.886 0.521 -1.637
H -4.54931 3.27712 0.23289 -0.367 -1.462 0.534
H -5.77347 1.99925 -0.29714 1.419 0.440 1.420
H -2.29294 -1.33081 0.09621 -0.700 -0.613 0.857
C 0.82347 -7.86286 0.48641 -0.536 -0.373 -0.213
Cl 0.04695 -6.27456 0.57393 0.361 -1.934 -1.052
Cl 2.14122 -7.86584 -0.69338 0.147 -0.080 -0.011
H 1.22626 -8.11436 1.46761 0.033 0.186 -0.193
H 0.08224 -8.60586 0.19041 0.234 0.054 -0.070
C -7.83732 -1.55141 -0.74446 0.004 -0.200 0.186
Cl -8.62062 0.03142 -0.66132 -0.038 0.036 -0.038
Cl -6.51694 -1.54644 -1.92094 -0.270 -0.363 -0.189
H -7.43523 -1.80090 0.23787 0.027 0.181 -0.166
H -8.57626 -2.29845 -1.04296 0.568 0.585 0.076
C 8.14844 5.21157 0.08893 0.337 0.001 -0.233
Cl 8.41976 4.32274 -1.41556 0.013 -0.019 -0.061
Cl 7.23722 4.23557 1.24943 0.104 0.185 0.307
H 9.11425 5.47390 0.52575 -0.557 -0.400 -0.325
H 7.58682 6.11464 -0.13089 0.058 -0.390 -0.052
C 0.98873 -0.11828 6.87019 -0.191 -0.025 0.337
Cl 0.59544 -1.79980 6.49724 0.028 0.054 0.118
Cl 2.01174 0.59336 5.61580 0.092 -0.096 -0.021
H 0.06360 0.45440 6.93924 0.132 -0.126 -0.132
H 1.51780 -0.08050 7.82222 0.006 -0.041 -0.250
C 2.56509 0.59056 -5.28320 0.135 0.089 0.511
Cl 3.69567 -0.54063 -6.03697 0.092 0.001 -0.036
Cl 1.15930 0.87312 -6.31938 -0.085 0.079 -0.055
H 2.22826 0.17492 -4.33308 0.060 -0.002 -0.187
H 3.07440 1.53841 -5.11094 -0.084 -0.192 -0.120
C 3.98395 -3.44686 -8.39677 -0.266 0.151 -0.011
Cl 3.89090 -5.21151 -8.44258 -0.094 0.005 -0.012
Cl 5.65116 -2.90037 -8.17862 -0.025 0.114 0.036
H 3.60042 -3.04737 -9.33535 0.175 -0.131 0.127
H 3.38011 -3.08153 -7.56618 0.190 -0.112 -0.086
C -10.86933 -3.04252 -2.71752 0.143 0.167 -0.302
Cl -10.23865 -3.62695 -1.17244 -0.198 -0.163 -0.301
Cl -12.60607 -3.34130 -2.85223 0.035 0.049 -0.069
H -10.68731 -1.97016 -2.79145 -0.093 -0.166 0.131
H -10.35671 -3.56055 -3.52791 -0.132 -0.020 0.215
C -10.86016 0.89680 2.73852 -0.225 0.097 0.069
Cl -9.45751 1.95859 2.56532 -0.062 0.079 0.035
Cl -10.46194 -0.76680 2.29258 -0.074 0.039 0.116
H -11.19216 0.91529 3.77633 0.181 -0.053 -0.170
H -11.65854 1.25580 2.08928 0.233 -0.096 0.021
C 7.11276 -0.55653 1.61589 0.087 -0.223 -0.238
Cl 5.71805 0.16162 2.43263 -0.135 -0.042 -0.014
Cl 8.60675 0.28841 2.03991 -0.001 -0.060 -0.064
H 7.19920 -1.60083 1.91512 -0.027 0.245 0.063
H 6.96343 -0.49282 0.53784 0.007 0.101 0.194
C 6.05872 -2.38734 -3.43119 -0.182 -0.235 -0.119
Cl 4.66115 -1.67520 -2.61804 0.058 -0.079 -0.089
Cl 7.54892 -1.53585 -3.00387 0.118 -0.023 -0.030
H 6.14920 -3.43141 -3.13186 0.033 0.234 0.040
H 5.91142 -2.32409 -4.50958 0.033 0.129 0.192
C -12.57844 -5.19418 1.62001 -0.133 -0.168 0.240
Cl -11.96100 -3.56138 1.89432 -0.137 -0.118 0.097
Cl -12.15590 -5.78855 0.00747 -0.457 -0.330 0.256
H -12.14875 -5.86261 2.36588 0.011 0.142 -0.193
H -13.66382 -5.18158 1.71726 0.209 0.065 -0.129
C 6.54982 7.63221 2.63792 -0.212 -0.072 0.357
Cl 6.98664 8.12504 0.99760 -0.216 0.428 0.034
Cl 7.96661 7.09977 3.55334 -0.589 0.059 0.372
H 6.09978 8.48265 3.14975 0.197 -0.089 -0.134
H 5.83326 6.81260 2.58444 0.253 0.058 -0.112
C 3.23545 4.20003 5.97492 0.257 0.057 -0.159
Cl 3.87071 3.62433 7.51999 0.049 0.049 -0.072
Cl 1.50334 3.87396 5.83553 -0.157 0.343 -0.065
H 3.40034 5.27483 5.90234 -0.122 -0.193 0.115
H 3.75795 3.69083 5.16495 -0.145 -0.035 0.190
C 10.93789 8.30932 0.65815 0.136 0.244 0.032
Cl 11.20933 7.81400 -1.01680 -0.013 0.083 -0.022
Cl 10.34456 6.96061 1.63452 0.823 0.466 0.119
H 11.87790 8.66511 1.07947 -0.138 -0.186 -0.094
H 10.19886 9.11048 0.67558 0.022 -0.249 -0.032
C -9.11806 -7.67826 -0.64133 -0.096 0.153 0.194
Cl -9.53313 -9.35326 -1.02476 -0.060 -0.014 0.093
Cl -8.08956 -6.97235 -1.89412 0.015 0.101 0.050
H -10.03534 -7.09459 -0.56586 0.244 -0.180 -0.123
H -8.58556 -7.65389 0.30936 -0.002 -0.079 -0.237
C 1.09800 -9.67113 -3.59154 0.133 0.284 0.009
Cl 1.32747 -10.57335 -5.09429 0.036 0.065 -0.041
Cl 0.20554 -10.62750 -2.40239 -0.015 0.068 0.086
H 2.07350 -9.41503 -3.17948 -0.198 -0.174 -0.055
H 0.53793 -8.76129 -3.80641 0.023 -0.243 0.023
C 8.02789 4.69010 -5.60119 0.157 0.021 -0.198
Cl 7.76576 3.06303 -4.96292 0.056 -0.034 -0.065
Cl 7.15785 5.89758 -4.64741 0.020 0.102 -0.087
H 9.09378 4.91526 -5.57063 -0.211 -0.053 0.125
H 7.67216 4.72848 -6.63060 -0.047 -0.034 0.245
C -1.80740 0.14494 -4.64046 -0.034 0.118 -0.322
Cl -1.18530 -0.42637 -3.08688 0.329 -0.103 -0.453
Cl -3.54387 -0.15684 -4.78272 -0.037 0.035 -0.050
H -1.62583 1.21639 -4.72192 -0.065 -0.203 0.138
H -1.28957 -0.37899 -5.44306 -0.119 0.002 0.253
```
Forces are in eV/Å.

Atomic partial charges in e from the Löwdin method, atoms 1 to 2: -0.116 -0.188

=====

Record 2
A structure of composition C35H63ClIN5O7Si, computed with ωB97M-V/def2-TZVPD.

Values from the calculation:
ΔE to the lowest compared entry with this formula, charge and spin = 164.2 kcal/mol

The geometry in XYZ format:
```
113
Properties=species:S:1:pos:R:3:forces:R:3
C 5.14622 -3.27187 -0.56398 -0.258 0.001 1.080
Si 4.87465 -2.36708 -2.22922 1.029 0.200 0.039
C 6.59620 -1.71622 -2.86380 -0.641 0.556 -0.103
C 4.18851 -3.48959 -3.61541 -0.693 -0.362 -0.273
C 2.62124 -3.27860 -3.90446 0.319 -1.728 -1.220
C 1.76691 -4.37857 -3.09277 -0.546 0.607 0.540
C 0.54059 -3.64860 -2.34731 0.624 -0.854 0.929
C 0.44427 -4.03766 -0.75961 -0.921 0.376 -1.873
C -1.13313 -3.90554 -0.38863 1.189 -0.373 1.409
C -1.45273 -2.40873 0.10765 0.020 -0.469 0.187
C -1.78714 -1.35201 -1.05665 -0.246 0.577 0.879
C -3.07319 -1.70513 -1.93536 0.511 -0.209 0.994
C -4.43757 -1.88443 -1.08057 0.799 0.668 0.578
O -4.63619 -1.83793 0.14302 0.140 -0.548 -4.794
O -5.39442 -2.06326 -2.16394 1.346 0.920 1.585
C -5.07752 -0.93774 -3.06593 -0.958 1.180 1.344
I -6.24216 -1.22729 -4.88118 0.397 0.037 0.508
C -3.45983 -0.72598 -3.18385 -0.513 -1.535 0.300
C -2.93793 0.79102 -3.14416 -0.419 0.977 -1.160
N -3.99534 1.81633 -2.88711 -2.456 -4.323 -1.249
C -2.99724 -1.46309 -4.53334 0.442 0.366 0.625
C -1.42975 -1.74557 -4.65300 0.348 -4.779 -1.803
O -1.08313 -2.87739 -5.08568 -1.171 4.833 1.824
Cl -0.08906 -0.57316 -4.27352 -1.349 -0.473 -0.256
C 3.82053 -0.81347 -1.87082 -2.828 3.792 1.040
C 3.75153 0.39359 -2.85521 -1.994 0.244 3.417
C 2.89848 1.63915 -2.46897 0.241 -2.073 1.768
C 2.09941 1.75112 -1.12876 2.134 -3.611 -0.746
C 2.14176 0.54468 -0.13690 2.016 0.242 -3.659
C 3.00354 -0.69145 -0.54150 -0.360 2.189 -1.450
H 5.08045 -2.48544 0.27410 0.221 -1.136 -1.156
H 4.32740 -4.05372 -0.32497 1.464 1.058 -0.435
H 6.20154 -3.71786 -0.51466 -1.628 0.381 -0.081
H 6.96764 -0.93321 -2.11383 -0.185 -1.220 -1.120
H 6.35685 -1.17027 -3.85593 0.711 -0.912 1.430
H 7.31829 -2.58736 -3.02084 -0.832 1.390 0.156
H 4.77603 -3.30684 -4.57658 -0.603 -0.298 1.306
H 4.33951 -4.58491 -3.27286 -0.089 1.667 -0.781
H 2.25099 -2.21041 -3.76804 0.583 -1.499 0.136
H 2.46355 -3.52835 -5.02426 0.168 0.588 1.698
H 2.37973 -4.92424 -2.27880 -0.616 1.029 -1.306
H 1.37820 -5.21996 -3.78454 0.621 1.488 0.990
H -0.42874 -3.99438 -2.83842 1.260 0.896 0.607
H 0.70757 -2.52148 -2.37405 -0.523 -1.535 -0.326
H 0.85089 -5.09732 -0.64957 -0.687 1.339 0.119
H 1.08742 -3.29075 -0.15995 -1.042 -1.311 -0.758
H -1.29907 -4.64089 0.48894 -0.017 1.293 -1.192
H -1.81690 -4.28072 -1.23029 1.125 0.688 1.106
H -0.51879 -2.01310 0.66384 -1.410 -0.618 -0.918
H -2.27337 -2.49153 0.90366 0.913 0.464 -1.380
H -0.84376 -1.20585 -1.68392 -1.471 -0.270 0.635
H -1.96773 -0.33799 -0.52673 0.212 -1.529 -0.875
H -2.93691 -2.76044 -2.34907 -0.127 1.332 0.379
H -5.66493 -0.09124 -2.54418 1.638 -0.790 -1.300
H -2.51209 1.01572 -4.19834 -0.320 -0.644 1.612
H -2.08473 0.98896 -2.41602 -1.092 -0.712 -0.811
H -3.52870 2.66870 -2.53408 -1.612 -2.338 0.055
H -4.40258 2.10167 -3.79634 0.217 -0.479 0.740
H -3.50709 -2.49972 -4.53324 1.086 1.651 -0.355
H -3.29417 -0.85793 -5.46550 0.388 -0.896 1.428
H 4.34998 0.35783 -3.83778 -1.160 0.209 1.728
H 2.88387 2.53301 -3.18890 -0.011 -1.535 1.235
H 1.51005 2.69443 -0.87383 0.973 -1.518 -0.501
H 1.58474 0.59327 0.86867 1.095 -0.186 -1.818
H 3.05000 -1.55730 0.21634 -0.045 1.572 -1.363
C -2.78182 4.58409 -2.05205 -0.298 1.634 1.399
O -2.73189 3.52370 -2.64903 4.358 4.860 0.336
N -3.50349 4.81451 -0.91854 0.907 -0.048 -1.178
C -3.51558 6.10567 -0.26109 -0.092 -0.078 -0.012
C -4.28314 3.73023 -0.35559 -0.136 -0.261 -0.088
H -2.22539 5.46941 -2.39850 -0.100 -0.046 0.010
H -3.14064 5.98979 0.75891 -0.066 0.166 -0.033
H -4.54137 6.48169 -0.23327 0.113 0.109 0.089
H -2.88703 6.82118 -0.79373 -0.052 -0.124 0.007
H -3.61509 2.90012 -0.11201 -0.211 -0.077 0.010
H -5.00866 3.39014 -1.09872 0.026 -0.168 0.248
H -4.80517 4.05776 0.54405 0.130 0.076 -0.098
C 4.09190 1.34999 3.04456 -0.343 0.058 0.585
O 4.11344 0.32805 2.38241 -0.104 -0.110 0.138
N 3.34397 1.54369 4.16584 0.748 -0.030 -0.844
C 3.36388 2.79547 4.89610 -0.313 -0.149 0.096
C 2.50060 0.46496 4.64193 0.269 -0.002 -0.176
H 4.69899 2.22831 2.77224 -0.017 0.069 0.058
H 3.70229 2.61162 5.91966 0.031 0.142 0.003
H 2.34859 3.20264 4.91382 0.532 0.033 0.196
H 4.03607 3.51236 4.42070 -0.029 -0.133 -0.021
H 3.12411 -0.40716 4.85848 -0.121 -0.061 -0.014
H 1.78581 0.19953 3.85932 -0.049 -0.097 0.183
H 1.96475 0.76568 5.54083 0.061 0.036 -0.214
C -0.24661 3.92465 4.38975 -0.273 -0.033 -0.112
O 0.77706 4.29141 4.93991 -0.659 0.498 -0.350
N -0.98471 4.65624 3.50701 0.255 -0.499 0.391
C -2.19439 4.12829 2.90856 0.229 0.268 0.054
C -0.54903 5.99520 3.15885 0.245 -0.097 0.225
H -0.67034 2.92484 4.57645 -0.016 -0.027 -0.014
H -2.07813 4.10805 1.82133 -0.160 -0.093 -0.016
H -3.03369 4.77619 3.17598 -0.130 -0.134 -0.111
H -2.39546 3.11666 3.26485 0.083 0.110 -0.001
H 0.45068 5.94367 2.72071 -0.058 0.180 0.016
H -0.50295 6.60354 4.06538 0.060 0.098 -0.158
H -1.23921 6.44909 2.44671 0.018 -0.116 0.077
C -1.15439 -0.55483 5.23036 0.092 -0.571 -0.012
O -0.32838 0.27429 5.57013 -0.194 -0.211 0.001
N -0.94039 -1.89865 5.16529 -0.363 0.835 -0.031
C -1.97620 -2.82327 4.75018 0.228 -0.032 0.058
C 0.36514 -2.42100 5.52264 0.106 0.311 0.054
H -2.17694 -0.26589 4.93867 -0.051 -0.106 -0.033
H -2.16720 -3.53134 5.56055 -0.122 -0.064 -0.140
H -1.63608 -3.36453 3.86369 -0.184 -0.077 0.025
H -2.90041 -2.29394 4.51286 0.132 0.009 0.028
H 0.59123 -2.14348 6.55519 0.137 -0.087 -0.076
H 1.11931 -1.97803 4.86793 0.069 -0.141 0.126
H 0.38330 -3.50648 5.42167 -0.100 0.132 -0.023
```
Forces are in eV/Å.

Atomic partial charges in e from the Löwdin method, atoms 1 to 2: -0.208 0.538

=====

Results for energy: -530618.6745, -87592.2795 (in eV, following the order of the records).
Results for strongest force on any atom: 7.17, 6.54 (in eV/A, following the order of the records).